DFT (the ωB97M-V functional and the def2-TZVPD basis) results for a molecular structure, C17H31F6N5O4S2.

```
65
Properties=species:S:1:pos:R:3:lowdin_charge:R:1
C -0.756 1.950 5.937 -0.10
C -1.403 0.614 6.339 -0.26
C -0.645 -0.605 5.810 -0.24
C -0.785 -0.790 4.300 -0.22
C -2.122 -1.424 3.892 -0.22
C -2.624 -0.967 2.527 -0.20
C -1.728 -1.405 1.354 -0.21
C -1.154 -0.229 0.565 -0.20
C -0.468 -0.626 -0.743 -0.20
C 1.052 -0.530 -0.719 -0.21
C 1.667 -1.259 -1.906 -0.23
C 3.120 -0.885 -2.190 -0.17
C 3.559 -1.285 -3.604 -0.09
N 4.514 -2.398 -3.613 -0.06
C 5.832 -2.465 -3.731 -0.06
N 6.303 -3.702 -3.592 0.17
C 5.214 -4.449 -3.363 -0.39
N 5.225 -5.766 -3.162 0.20
N 4.107 -3.679 -3.365 0.20
H -1.476 2.636 5.490 0.07
H 0.035 1.800 5.199 0.06
H -0.313 2.456 6.795 0.06
H -2.433 0.572 5.975 0.10
H -1.466 0.552 7.427 0.10
H 0.410 -0.510 6.086 0.11
H -1.024 -1.506 6.305 0.11
H 0.041 -1.405 3.932 0.10
H -0.687 0.183 3.805 0.10
H -2.012 -2.515 3.882 0.11
H -2.875 -1.199 4.653 0.10
H -2.691 0.126 2.533 0.12
H -3.640 -1.333 2.368 0.11
H -2.295 -2.034 0.662 0.11
H -0.913 -2.032 1.738 0.10
H -1.972 0.443 0.309 0.09
H -0.449 0.321 1.198 0.11
H -0.754 -1.649 -1.020 0.11
H -0.829 0.017 -1.543 0.08
H 1.438 -0.921 0.230 0.12
H 1.352 0.521 -0.778 0.12
H 1.583 -2.343 -1.746 0.11
H 1.062 -1.029 -2.791 0.12
H 3.783 -1.370 -1.467 0.12
H 3.258 0.189 -2.065 0.12
H 4.040 -0.478 -4.154 0.14
H 2.705 -1.623 -4.193 0.13
H 6.430 -1.587 -3.921 0.16
H 4.385 -6.310 -3.096 0.12
H 6.113 -6.229 -3.074 0.13
H 3.135 -3.904 -3.207 0.19
C -2.198 1.776 -3.370 -0.68
F -2.401 0.447 -3.448 0.10
F -0.951 1.961 -2.906 0.10
F -2.251 2.269 -4.605 0.13
S -3.479 2.517 -2.263 0.57
O -3.275 1.908 -0.973 -0.30
O -4.716 2.242 -2.935 -0.28
N -2.946 3.986 -2.382 -0.31
S -3.579 5.208 -1.598 0.58
O -3.333 5.190 -0.184 -0.29
O -4.879 5.598 -2.061 -0.28
C -2.426 6.485 -2.267 -0.69
F -2.510 6.583 -3.594 0.13
F -1.156 6.220 -1.945 0.12
F -2.750 7.670 -1.738 0.12
```

Output
F_max (eV/A): 0.31
HOMO level (Ha): -0.292
Electronic energy (hartree): -2636.58383
Charge: 0
Orbital gap (eV): 6.36